Entry 1:
Computed, not measured: a molecular structure, C23H19AsN3O2S4W at a distorted geometry, with the ωB97M-V functional and the def2-TZVPD basis.

As for the charge: +1. The largest force on an atom is 2.9 eV Å⁻¹. The energy above the lowest of the compared OMol25 structures with the same formula, charge and spin is 2.205 eV. The HOMO energy (spin up / spin down) comes out at -10.860 / -10.862 eV.

Last column: natural (NBO) charge in e.
Geometry (Å):
W -0.72380 -1.00680 -0.43840  0.92
C 2.90380 0.19450 -2.86390  -0.08
O 1.94950 1.25280 -2.85160  -0.43
C 0.96400 0.88430 -2.04490  0.58
N 0.99310 -0.38440 -1.60200  -0.53
C 2.20150 -0.99660 -2.16060  -0.13
C 3.04710 -1.61610 -1.07150  0.05
C 4.21050 -2.29730 -1.40510  -0.22
C 5.00830 -2.83330 -0.41150  -0.18
C 4.64790 -2.70280 0.91940  -0.20
C 3.48100 -2.03870 1.26080  -0.19
C 2.68900 -1.48940 0.26670  -0.24
C -0.04340 1.71940 -1.50560  0.06
C -0.37420 3.07060 -1.75670  -0.10
C -1.40010 3.63730 -1.01450  -0.20
C -2.04830 2.93620 0.00020  -0.10
C -1.62950 1.61420 0.26040  0.06
N -0.69650 1.00430 -0.54050  -0.46
C -1.88730 0.75680 1.35590  0.57
N -1.06500 -0.32260 1.52520  -0.56
C -1.35360 -0.80970 2.89730  -0.08
C -2.71850 -0.15320 3.20180  -0.08
O -2.78130 0.96680 2.32310  -0.43
C -1.36050 -2.31320 3.00520  -0.08
C -0.52290 -3.06400 2.18590  -0.13
C -0.57650 -4.44800 2.20680  -0.20
C -1.45240 -5.08920 3.06930  -0.19
C -2.24930 -4.34790 3.92400  -0.19
C -2.20530 -2.96520 3.89460  -0.21
H 3.78010 0.52210 -2.29450  0.21
H 3.19050 -0.00370 -3.89620  0.22
H 1.91910 -1.76490 -2.89930  0.25
H 4.48930 -2.40320 -2.44100  0.22
H 5.92030 -3.34350 -0.67610  0.23
H 5.27540 -3.10940 1.69570  0.23
H 3.19970 -1.92800 2.29730  0.22
H 1.78010 -0.90810 0.55230  0.18
H 0.15340 3.60890 -2.52330  0.26
H -1.68790 4.65810 -1.20810  0.25
H -2.83190 3.37170 0.59350  0.26
H -0.57190 -0.39530 3.55660  0.23
H -2.82680 0.20850 4.22300  0.23
H -3.54590 -0.83150 2.95170  0.21
H 0.20950 -2.53910 1.54880  0.18
H 0.06100 -5.02020 1.55020  0.23
H -1.50370 -6.16580 3.08050  0.23
H -2.92500 -4.84570 4.60490  0.23
H -2.82650 -2.39620 4.56900  0.21
S -2.98540 -4.33840 -2.84270  -0.41
As -2.02330 -2.82910 -1.77140  0.95
S -1.80990 -0.75120 -2.64000  -0.28
S 0.12660 -3.20940 -1.10750  -0.26
S -2.88590 -2.10190 0.16530  -0.31


Entry 2:
Computed, not measured: a molecular structure, C23H19BrClN7O8Tc at a distorted geometry, with the ωB97M-V functional and the def2-TZVPD basis.

As for the charge: +2. The largest force on an atom is 1.0 eV Å⁻¹. The multiplicity is 4. The energy above the lowest of the compared OMol25 structures with the same formula, charge and spin is 0.151 eV. The HOMO energy (spin up / spin down) comes out at -14.874 / -14.866 eV.

Last column: Mulliken spin population.
Geometry (Å):
Tc 0.56644 -0.63327 -0.06485  2.69
O -2.98227 -4.98882 1.20564  0.00
C -3.38665 -4.41157 0.10131  0.00
O -4.17561 -4.89798 -0.65553  0.00
C -2.79120 -3.06054 -0.24184  0.01
C -3.26733 -2.21969 -1.26118  0.03
Cl -4.54119 -2.51923 -2.30807  0.01
N -2.46561 -1.12174 -1.32602  0.01
N -1.46086 -1.25284 -0.44148  -0.04
C -1.67570 -2.39119 0.25016  0.02
C -0.80725 -2.59186 1.46028  0.02
O -0.99833 -3.47880 2.25321  0.04
O 0.11728 -1.67066 1.55617  0.06
C -2.76174 0.13895 -1.95225  0.01
C -4.07167 0.61467 -1.92670  0.00
C -4.36786 1.83636 -2.50407  0.00
C -3.36746 2.60439 -3.08273  0.00
C -2.06188 2.13749 -3.07547  0.00
C -1.75388 0.90724 -2.51731  -0.01
H -2.32645 -4.48931 1.73188  0.00
H -4.84458 0.05408 -1.42547  0.00
H -5.38901 2.19185 -2.50162  0.00
H -3.60497 3.55551 -3.53824  0.00
H -1.27831 2.71715 -3.54482  0.00
H -0.74022 0.54744 -2.57378  0.01
N 1.11851 -2.59950 -1.09385  -0.02
N 1.01891 -2.28658 -2.46859  0.00
C 1.25229 -0.95965 -2.86125  0.00
O 1.51976 -0.67914 -3.98685  0.03
O 1.08950 -0.09924 -1.85847  0.11
H 2.05158 -2.94441 -0.85889  0.00
H 0.46696 -3.35327 -0.88084  0.00
H 1.30508 -2.98957 -3.13799  0.00
O -0.38941 5.47337 0.83954  0.01
C -0.16743 4.19490 0.65539  0.02
C 0.88294 3.66011 -0.10799  -0.01
C 1.00215 2.30535 -0.22098  0.03
N 0.17161 1.41540 0.37814  -0.07
C -0.83808 1.93978 1.11621  0.02
Br -2.00690 0.79324 2.04098  0.00
C -1.04018 3.28616 1.26897  -0.01
H 0.26479 6.05511 0.42920  0.00
H 1.58931 4.30207 -0.61711  0.00
H 1.78951 1.89283 -0.83637  0.00
H -1.86042 3.65797 1.86583  0.00
N 2.80120 0.11606 4.96651  0.00
C 3.76072 0.60351 4.15117  0.00
O 4.59719 1.41495 4.46570  0.00
C 3.72892 0.11218 2.71730  -0.01
C 4.92261 -0.07206 2.02401  0.02
C 4.86741 -0.41807 0.68105  -0.01
C 3.63706 -0.55047 0.07062  0.03
N 2.48419 -0.35614 0.73148  -0.05
C 2.53675 -0.03027 2.03835  0.03
H 2.82627 0.39589 5.93564  0.00
H 2.24646 -0.68898 4.73520  0.00
H 5.86870 0.06506 2.53168  0.00
H 5.77229 -0.57410 0.11163  0.00
H 3.57474 -0.78523 -0.98516  0.00
H 1.59133 0.12511 2.54252  0.01


Entry 3:
Computed, not measured: a molecular structure, C23H19ClIN3OPtS, with the ωB97M-V functional and the def2-TZVPD basis.

The largest force on an atom is 0.8 eV Å⁻¹. The energy above the lowest of the compared OMol25 structures with the same formula, charge and spin is 0.000 eV. The HOMO energy comes out at -7.562 eV.

Last column: natural (NBO) charge in e.
Geometry (Å):
Pt -0.70170 0.53314 -0.27535  0.78
C 0.71219 -4.62104 1.42848  -0.21
C -0.66743 -4.71326 1.27645  -0.20
C -1.39459 -3.64465 0.78275  -0.22
C -0.72420 -2.46977 0.45285  0.18
C 0.65360 -2.36673 0.59339  -0.27
C 1.36984 -3.45155 1.08160  -0.20
N -1.42872 -1.34034 -0.08054  -0.22
N -2.59649 -1.59601 -0.49802  -0.13
C -3.15424 -0.52570 -1.17423  0.05
C -4.43856 -0.62997 -1.71428  -0.18
C -4.93196 0.43835 -2.43084  -0.25
C -4.14030 1.58055 -2.59660  -0.16
C -2.87082 1.67731 -2.05560  -0.27
C -2.34091 0.61177 -1.31980  -0.16
H 1.27048 -5.46373 1.81283  0.22
H -1.18012 -5.62795 1.54254  0.22
H -2.46414 -3.70863 0.65600  0.24
H 1.15523 -1.45692 0.29165  0.24
H 2.44483 -3.37630 1.18596  0.22
H -5.00987 -1.53523 -1.56524  0.22
H -5.91992 0.39711 -2.86736  0.22
H -4.53718 2.41094 -3.16766  0.21
H -2.27785 2.57355 -2.18623  0.24
Cl 3.12502 4.90320 3.53494  -0.01
C 2.17418 4.15123 2.29040  -0.09
C 1.82133 4.86588 1.18102  -0.21
C 1.03678 4.29075 0.16831  -0.27
I 0.50029 5.42774 -1.47745  0.17
C 0.60069 2.97793 0.25190  0.39
O -0.13508 2.41769 -0.65762  -0.72
C 1.00517 2.22896 1.40508  0.06
N 0.57906 0.93106 1.45953  -0.48
C 0.83474 0.21752 2.53217  0.07
C 1.56490 0.72329 3.62110  -0.26
C 2.04090 2.00179 3.56903  -0.14
C 1.76327 2.80472 2.44205  -0.03
H 2.14091 5.89414 1.08376  0.24
H 0.46298 -0.79678 2.54487  0.21
H 1.74453 0.08956 4.47718  0.23
H 2.61575 2.41551 4.38539  0.24
C 0.97628 -0.97782 -3.17758  -0.75
S 1.84232 -0.00148 -1.93810  0.20
C 3.30555 -1.03119 -1.70235  -0.75
H 0.96510 -2.03034 -2.89176  0.21
H 1.42880 -0.86970 -4.16226  0.22
H -0.05047 -0.61450 -3.21090  0.24
H 4.00228 -0.95205 -2.53617  0.22
H 3.02120 -2.07551 -1.56660  0.21
H 3.80638 -0.68655 -0.79870  0.23


Entry 4:
Computed, not measured: a molecular structure, C23H19ClMnN6O3, with the ωB97M-V functional and the def2-TZVPD basis.

The largest force on an atom is 0.5 eV Å⁻¹. The multiplicity is 6. The energy above the lowest of the compared OMol25 structures with the same formula, charge and spin is 0.689 eV. The HOMO energy (spin up / spin down) comes out at -7.254 / -7.878 eV.

Last column: Mulliken spin population.
Geometry (Å):
Mn 0.02246 0.73202 -0.16507  4.75
N -1.63964 -2.99190 -1.72566  0.00
C -1.92914 -1.84919 -1.09791  0.03
N -0.82752 -1.12654 -0.99261  -0.06
C 0.12331 -1.90707 -1.58153  0.00
N -0.32906 -3.05057 -2.04070  0.00
C 1.52678 -1.47757 -1.60622  0.00
C 2.50033 -2.09355 -2.38196  0.00
N 3.75599 -1.66800 -2.36952  0.01
C 4.04359 -0.63081 -1.58509  -0.01
C 3.08041 0.00173 -0.81115  0.02
N 1.81835 -0.42599 -0.82482  0.06
H -2.25600 -3.75314 -1.96878  0.00
H -2.90274 -1.57978 -0.73252  0.00
H 2.24784 -2.93004 -3.01871  0.00
H 5.06846 -0.28541 -1.57107  0.00
H 3.31296 0.85562 -0.18872  0.01
C 0.25739 2.61985 -1.19001  0.00
C -0.03115 1.98040 -2.45769  -0.15
C 0.98773 1.46333 -3.29639  0.11
C 0.70946 0.63221 -4.35824  -0.03
C -0.61120 0.30040 -4.67201  0.05
C -1.64488 0.86969 -3.92294  -0.04
C -1.36145 1.68911 -2.85491  0.13
C -0.90175 -0.60404 -5.74204  -0.01
N -1.14501 -1.34520 -6.58633  0.02
H -0.50416 3.31260 -0.82967  0.00
H 1.26502 3.02809 -1.10549  0.00
H 2.01931 1.70844 -3.07253  0.00
H 1.51535 0.23393 -4.96023  0.00
H -2.67275 0.65755 -4.18645  0.00
H -2.17792 2.10878 -2.28015  -0.01
C -4.81690 -0.56118 3.54395  0.00
C -4.61722 0.37605 2.38844  0.00
C -5.49041 1.44477 2.21260  0.00
C -5.36819 2.29571 1.13047  0.00
Cl -6.49062 3.61094 0.94657  0.00
C -4.37916 2.10426 0.18262  0.01
C -3.49736 1.05167 0.35379  0.03
C -3.59945 0.20174 1.44646  -0.01
O -2.72321 -0.86488 1.50605  0.00
C -1.88041 -0.90563 2.65972  0.01
C -0.93186 0.29589 2.81034  0.02
O -0.65190 0.67818 3.92602  0.02
O -0.45051 0.74940 1.70631  0.07
H -5.86059 -0.55692 3.85150  0.00
H -4.21621 -0.26574 4.40489  0.00
H -4.54138 -1.57933 3.27387  0.00
H -6.28835 1.60330 2.92468  0.00
H -4.30060 2.77066 -0.66415  0.00
H -2.71482 0.86873 -0.38141  -0.01
H -1.26327 -1.79820 2.52706  0.00
H -2.46097 -1.01836 3.57526  0.00